Entry 1:
ORCA calculation (the ωB97M-V functional and the def2-TZVPD basis) on C26H32CuN6 as an isolated structure at a distorted geometry.

ORCA input file:
```
! RIJCOSX wB97M-V def2-TZVPD def2/J DEFGRID3
* xyz -1 1
Cu -0.00410 0.08030 0.08570
C -3.04370 3.04870 -1.01390
C -1.69000 3.74260 -0.85870
C -0.78390 3.15360 0.24260
N 0.14100 2.16560 -0.23390
C 1.16780 2.48920 -0.97070
C 1.59300 3.80750 -1.26180
C 2.48120 4.27740 -2.20690
C 3.07290 3.61270 -3.26930
C 3.04510 2.23620 -3.49290
C 2.63760 1.24730 -2.63440
C 2.00880 1.33450 -1.35990
N 2.05020 0.40830 -0.44250
C 3.01230 -0.65080 -0.53240
C 2.50240 -1.93960 -1.18760
C 1.38300 -2.60450 -0.37080
N 0.10210 -1.96910 -0.48730
C -0.72470 -2.23760 -1.46500
C -0.41360 -3.06580 -2.58020
C -1.21490 -3.72510 -3.47930
C -2.60200 -3.82900 -3.51100
C -3.47800 -3.11620 -2.70870
C -3.22890 -2.07600 -1.83980
C -2.02380 -1.52630 -1.33510
N -1.94550 -0.42300 -0.63880
C -3.02720 0.50630 -0.48940
C -2.96430 1.61840 -1.56410
H -3.64600 3.66120 -1.69530
H -3.55150 3.04380 -0.04540
H -1.87490 4.79980 -0.64040
H -1.15020 3.69150 -1.80540
H -1.40250 2.66770 1.00110
H -0.26180 3.99090 0.74270
H 1.18300 4.56930 -0.60780
H 2.68820 5.34570 -2.15650
H 3.59440 4.22530 -4.00000
H 3.47580 1.90470 -4.43620
H 2.79300 0.23040 -2.98100
H 3.31130 -0.88760 0.50030
H 3.92260 -0.32160 -1.06950
H 3.34380 -2.63670 -1.28000
H 2.13370 -1.70560 -2.18630
H 1.66640 -2.55610 0.69100
H 1.32480 -3.66830 -0.65290
H 0.64720 -3.21210 -2.74540
H -0.69570 -4.29220 -4.24890
H -3.03190 -4.51790 -4.23110
H -4.53050 -3.36020 -2.84310
H -4.12490 -1.62070 -1.42790
H -2.91680 0.95120 0.50330
H -4.02240 0.03260 -0.52270
H -3.77810 1.46650 -2.28010
H -2.02170 1.49780 -2.09840
C -0.07520 -1.66410 5.41690
N 0.02960 -0.72100 4.34150
C 0.23350 0.62780 4.45390
C 0.25620 1.11790 3.17880
N 0.07180 0.10230 2.30260
C -0.05790 -0.98170 3.01100
H -0.14260 -1.13210 6.36500
H 0.79670 -2.32200 5.44620
H -0.96870 -2.27770 5.29370
H 0.33960 1.10600 5.40860
H 0.39450 2.12470 2.84050
H -0.21920 -1.95940 2.60550
*
```

Calculated values
- E_tot (eV) = -81060.5755
- maximum force (hartree/bohr) = 0.02300
- molar mass (g/mol) = 492.1
- HOMO energy (eV) = -2.33

Entry 2:
ORCA calculation (the ωB97M-V functional and the def2-TZVPD basis) on a 2-piece molecular cluster, C26H32F2N overall at a distorted geometry.

ORCA input file:
```
! RIJCOSX wB97M-V def2-TZVPD def2/J DEFGRID3
* xyz 1 1
C 3.12042 -0.78644 3.04910
C 2.28701 -1.81725 3.80259
C 0.82561 -1.87402 3.36900
N 0.19610 -0.60702 3.06023
C -1.17091 -0.56410 2.95550
C -1.88929 0.60619 2.80019
C -3.34214 0.71221 3.12740
C -4.07435 -0.61121 3.42388
C -3.39348 -1.83266 2.81955
C -1.90089 -1.87928 3.16069
C 0.96279 0.54652 2.63953
C 2.43651 0.56997 3.06644
H 4.09943 -0.69820 3.52897
H 3.28941 -1.11870 2.02010
H 2.70708 -2.81908 3.66774
H 2.33660 -1.59905 4.87700
H 0.75080 -2.55594 2.50108
H 0.26824 -2.35496 4.18843
H -1.39694 1.54092 2.51137
H -3.47458 1.35262 4.01531
H -3.86088 1.23649 2.30911
H -4.12222 -0.74515 4.50980
H -5.10306 -0.54701 3.06109
H -3.87837 -2.74280 3.19279
H -3.51355 -1.82648 1.72976
H -1.45361 -2.69362 2.56792
H -1.81460 -2.17179 4.22355
H 0.91631 0.66506 1.53504
H 0.49363 1.44536 3.06811
H 2.49250 0.98615 4.08122
H 2.96332 1.27500 2.41462
C -3.20042 3.38376 -3.57811
C -2.37551 3.46598 -2.35006
C -2.83438 4.17444 -1.24111
F -3.99978 4.88707 -1.37686
C -2.17464 4.21115 -0.02744
C -0.90533 3.57059 0.08826
C -0.13164 3.58798 1.28162
C -0.01574 4.67202 2.18835
C -0.72949 5.90722 2.04741
C -0.70371 6.81873 3.08012
F -1.54108 7.90630 3.01585
C 0.08846 6.68106 4.21964
C 0.02234 7.68271 5.30645
C 0.92522 5.55576 4.27970
C 0.88409 4.58745 3.29820
C -0.40752 2.89346 -1.06407
C -1.11750 2.85920 -2.24892
H -2.75350 2.66109 -4.26494
H -4.22238 3.05162 -3.36464
H -3.26370 4.35071 -4.09112
H -2.61812 4.70839 0.83216
H 0.57768 2.77511 1.41418
H -1.30972 6.11529 1.15174
H 0.82098 7.48451 6.02314
H 0.13079 8.70316 4.92446
H -0.92638 7.63449 5.85418
H 1.59767 5.45933 5.13433
H 1.55202 3.72279 3.36163
H 0.57997 2.43165 -1.00466
H -0.71209 2.35142 -3.12616
*
```

Calculated values
- E_tot (eV) = -34398.6406
- maximum force (hartree/bohr) = 0.03985
- molar mass (g/mol) = 396.5
- HOMO energy (eV) = -9.41
- energy above the lowest of the compared OMol25 structures with the same formula, charge and spin (eV) = 1.4375

Entry 3:
ORCA calculation (the ωB97M-V functional and the def2-TZVPD basis) on C26H32FeIN8O2 as an isolated structure at a distorted geometry.

ORCA input file:
```
! RIJCOSX wB97M-V def2-TZVPD def2/J DEFGRID3
* xyz 0 2
Fe -0.32896 -0.13056 -0.09986
C 0.16354 0.98535 3.37817
C -0.14605 -0.45581 3.77709
C -0.33948 -1.41258 2.58003
N 0.52687 -1.00666 1.47514
C 1.76942 -1.41112 1.41725
C 2.28546 -2.53419 2.11343
C 3.58576 -2.84384 2.44525
C 4.72591 -2.04918 2.33660
C 4.79864 -0.80586 1.72920
C 3.87674 -0.16292 0.91813
C 2.57607 -0.56689 0.52968
N 1.91547 -0.12131 -0.51910
C 2.59190 0.89108 -1.32689
C 1.95515 1.11222 -2.69330
C 0.45976 0.83529 -2.69845
N -0.15703 1.26384 -1.46534
C -0.43570 2.52842 -1.22047
C -0.19622 3.56334 -2.13828
C -0.43594 4.93052 -2.06044
C -0.99085 5.68205 -1.04738
C -1.47424 5.18510 0.16061
C -1.50084 3.89998 0.65496
C -1.03809 2.67587 0.10616
N -1.13213 1.52550 0.72606
C -1.86885 1.43663 1.98914
C -1.06575 1.84768 3.22578
H 0.69905 0.99837 2.42998
H 0.83131 1.42704 4.12189
H -1.04698 -0.51453 4.39353
H 0.68598 -0.81549 4.38822
H -1.35360 -1.38876 2.20136
H -0.15226 -2.42695 2.93544
H 1.53196 -3.23762 2.44400
H 3.71897 -3.79869 2.94187
H 5.62553 -2.41468 2.81484
H 5.73526 -0.27477 1.86128
H 4.19703 0.79081 0.52352
H 3.63841 0.62609 -1.49535
H 2.59914 1.83332 -0.76547
H 2.41248 0.48521 -3.46459
H 2.16355 2.14752 -2.96930
H 0.27706 -0.23590 -2.78036
H 0.01875 1.28712 -3.59360
H 0.24781 3.24221 -3.06990
H -0.14048 5.48758 -2.94394
H -1.06598 6.74958 -1.20809
H -1.89655 5.92796 0.82982
H -1.93608 3.81272 1.63876
H -2.18871 0.40203 2.07524
H -2.78154 2.03797 1.94719
H -1.71669 1.77657 4.10193
H -0.74937 2.89095 3.14060
N -2.63156 -0.20110 -2.38016
N -3.41987 -1.03034 -1.57344
C -3.15726 -1.27516 -0.23108
O -3.99257 -1.85027 0.44424
O -1.98852 -0.91145 0.21015
H -2.42533 0.67093 -1.90260
H -1.75012 -0.66730 -2.55789
H -4.39392 -1.04903 -1.82646
I -0.42674 -6.32834 -1.22815
C 0.08474 -4.34272 -1.29815
C 1.30729 -3.81521 -1.64100
N 1.18250 -2.48336 -1.55863
N -0.04453 -2.10838 -1.16403
C -0.72685 -3.23849 -1.00192
H 2.22484 -4.29049 -1.94335
H 1.88729 -1.75604 -1.56002
H -1.75483 -3.21982 -0.68187
*
```

Calculated values
- E_tot (eV) = -85982.6803
- maximum force (hartree/bohr) = 0.03347
- molar mass (g/mol) = 671.3
- HOMO energy (spin up / spin down) (eV) = -7.19 / -7.36
- ⟨S²⟩ = 0.950
- energy above the lowest of the compared OMol25 structures with the same formula, charge and spin (eV) = 1.1472

Entry 4:
ORCA calculation (the ωB97M-V functional and the def2-TZVPD basis) on C26H32FeNO6 as an isolated structure at a distorted geometry.

ORCA input file:
```
! RIJCOSX wB97M-V def2-TZVPD def2/J DEFGRID3
* xyz 0 6
O 0.59126 1.68971 -3.97509
C 1.56694 0.88291 -4.74525
C 1.16076 1.40567 -6.11349
H 1.38227 -0.19205 -4.65205
H 2.58300 1.13678 -4.42774
C 0.12625 2.18392 -5.27426
H 0.73292 0.71690 -6.84976
H 1.89070 2.03911 -6.61542
C -1.29098 1.72545 -5.49973
H -1.38674 0.66907 -5.21668
H -1.59206 1.85884 -6.54701
H -1.92313 2.35518 -4.87002
C 0.33288 3.65914 -5.55375
H 1.39012 3.93836 -5.44193
H -0.27982 4.24764 -4.86955
H 0.01895 3.89451 -6.58562
Fe -0.17687 0.67170 1.01898
C 0.46370 1.86339 2.92300
C 1.44646 0.89609 3.23945
C 2.43960 0.91396 2.21928
H 1.45562 0.32975 4.16484
C 2.11232 1.92862 1.27925
C 0.84867 2.52217 1.67951
H 0.42612 3.44539 1.26821
H -0.38470 2.10812 3.55346
H 3.34382 0.31808 2.18694
H 2.71612 2.26838 0.43100
C -2.40116 0.59164 2.43841
C -2.06923 1.86212 1.89712
C -2.00853 1.74526 0.46431
H -1.94028 2.78316 2.46022
C -2.35582 0.37692 0.14049
C -2.55078 -0.32478 1.36525
H -2.85756 -1.35999 1.45564
H -2.61921 0.36978 3.48465
H -1.87196 2.55261 -0.25428
H -2.57330 -0.00874 -0.84845
O -0.48754 -1.33297 -3.68146
C -0.75847 -0.70578 -2.41834
C 0.55885 -0.24951 -1.79972
H -1.23609 -1.44703 -1.73943
H -1.42818 0.14228 -2.56816
C 1.52391 -1.36019 -2.34706
H 0.52961 -0.24783 -0.69474
H 0.88294 0.73365 -2.14702
C 0.75167 -2.08482 -3.45485
H 1.78750 -2.01327 -1.49487
H 2.44323 -0.91097 -2.73268
H 0.48952 -3.08933 -3.09879
H 1.34098 -2.19522 -4.37851
O 2.03332 -1.99424 2.43276
C 0.81908 -1.82950 2.58180
O 0.01531 -1.23152 1.74307
C 0.22000 -2.31105 3.90265
C -1.15688 -2.33770 4.23877
C -1.59964 -2.73449 5.50581
C -0.66604 -3.16498 6.46531
C 0.70617 -3.19400 6.13973
C 1.12682 -2.78340 4.87949
N -1.11371 -3.45109 7.78984
O -2.33447 -3.38330 8.06235
O -0.25664 -3.76541 8.64595
H -1.89519 -2.05335 3.48969
H -2.65624 -2.71980 5.78520
H 1.42021 -3.51811 6.89502
H 2.19359 -2.83187 4.66827
*
```

Calculated values
- E_tot (eV) = -75636.3490
- maximum force (hartree/bohr) = 0.06595
- molar mass (g/mol) = 510.4
- HOMO energy (spin up / spin down) (eV) = -8.14 / -9.13
- ⟨S²⟩ = 8.780

Entry 5:
ORCA calculation (the ωB97M-V functional and the def2-TZVPD basis) on C26H32HfN5O3 as an isolated structure at a distorted geometry.

ORCA input file:
```
! RIJCOSX wB97M-V def2-TZVPD def2/J DEFGRID3
* xyz 3 1
Hf 0.34010 -0.08090 0.24830
C -1.26160 2.53460 1.91120
O -1.25540 1.33900 1.10730
C -2.60200 0.94860 0.78080
C -2.50030 -0.23440 -0.16990
O -1.56750 -1.20300 0.31830
C -1.92490 -1.82730 1.56680
C -1.05740 -1.23520 2.68710
O 0.27920 -1.03810 2.19940
C 1.08780 -2.22320 2.36490
H -1.65160 3.37490 1.33030
H -0.23720 2.73660 2.21950
H -1.88430 2.39280 2.79630
H -3.14110 1.76780 0.29160
H -3.14490 0.69430 1.70080
H -2.09290 0.11420 -1.12840
H -3.47850 -0.69860 -0.34110
H -1.73590 -2.89810 1.43990
H -2.98480 -1.70160 1.79990
H -1.05850 -1.90580 3.55440
H -1.41620 -0.25310 3.01700
H 1.10430 -2.50310 3.42150
H 2.10490 -1.98690 2.05060
H 0.70420 -3.06190 1.77610
C 6.52460 -3.62560 -0.75540
C 5.40930 -2.69720 -0.43800
C 5.65110 -1.49240 0.22720
C 4.62300 -0.62630 0.50850
C 3.29550 -0.88020 0.11730
N 2.27050 0.00430 0.42760
C 2.44920 1.11200 1.28330
C 3.06800 1.02490 2.53920
C 3.26780 2.14420 3.32320
C 2.85360 3.41200 2.90770
C 3.02730 4.61290 3.76510
C 2.23170 3.51120 1.66310
C 2.01530 2.39220 0.86290
N 1.42760 2.55400 -0.41500
C 1.61540 3.57030 -1.27150
C 0.87870 3.30590 -2.41120
C 0.25810 2.08810 -2.16990
N 0.58820 1.63060 -0.94900
C 3.05910 -2.05080 -0.65310
C 4.10770 -2.95440 -0.85410
N 1.83750 -2.29200 -1.33460
C 1.64620 -3.17340 -2.33460
C 0.39440 -2.95530 -2.88470
C -0.13830 -1.91010 -2.15660
N 0.73340 -1.51390 -1.20160
H 7.34660 -3.51580 -0.05350
H 6.91680 -3.38590 -1.74680
H 6.20170 -4.66330 -0.76990
H 6.65480 -1.24090 0.53090
H 4.84470 0.29930 1.01370
H 3.41530 0.06430 2.88890
H 3.76420 2.03220 4.27500
H 3.69300 4.41480 4.59950
H 2.06200 4.92350 4.16740
H 3.42160 5.44870 3.19090
H 1.91560 4.47920 1.30420
H 2.26110 4.39740 -1.04700
H 0.80600 3.91670 -3.28910
H -0.39800 1.53830 -2.82190
H 3.92160 -3.89180 -1.35260
H 2.37180 -3.89670 -2.64480
H -0.06100 -3.46850 -3.70840
H -1.08820 -1.42650 -2.30580
*
```

Calculated values
- E_tot (eV) = -42356.9188
- maximum force (hartree/bohr) = 0.03575
- molar mass (g/mol) = 641.1
- HOMO energy (eV) = -16.08
- energy above the lowest of the compared OMol25 structures with the same formula, charge and spin (eV) = 0.5384

Entry 6:
ORCA calculation (the ωB97M-V functional and the def2-TZVPD basis) on C26H32HoN6P2S as an isolated structure at a distorted geometry.

ORCA input file:
```
! RIJCOSX wB97M-V def2-TZVPD def2/J DEFGRID3
* xyz 3 5
Ho 9.81931 15.69637 7.21858
C 12.82772 15.58275 10.24642
P 12.47009 16.13065 8.51895
C 13.71203 15.20752 7.57665
C 12.93642 17.84878 8.26696
C 14.01920 18.30572 9.02517
C 14.36603 19.67432 8.93849
C 13.61444 20.54463 8.21396
C 12.57413 20.10229 7.36738
C 12.23018 18.74811 7.40590
P 11.01613 18.17331 6.27511
C 11.83240 17.90066 4.68886
C 9.81158 19.51385 5.93025
H 12.15381 14.76300 10.54282
H 12.59168 16.45124 10.87084
H 13.85111 15.29679 10.32636
H 14.61568 15.38862 8.10460
H 13.78454 15.62049 6.53449
H 13.40955 14.10844 7.56669
H 14.58552 17.66100 9.62643
H 15.18198 19.99156 9.53213
H 13.92653 21.57576 8.17888
H 12.03767 20.76617 6.66246
H 12.14534 18.90396 4.32658
H 11.08585 17.55924 3.94322
H 12.70091 17.29809 4.63593
H 10.26360 20.45820 5.73614
H 9.16971 19.72237 6.79913
H 9.24404 19.25928 5.03868
S 8.56061 15.99663 9.55291
C 7.40659 14.74723 9.89960
N 6.86986 14.72766 11.16644
C 5.92016 13.89163 11.58544
C 5.45171 12.86488 10.77849
C 5.98114 12.83241 9.49420
C 6.94579 13.72768 9.05775
H 7.19102 15.36268 11.85142
H 5.59990 13.98520 12.58778
H 4.84811 12.08492 11.20242
H 5.69760 12.02508 8.78853
H 7.30036 13.61177 8.00016
C 9.73100 12.58254 4.84474
C 10.18829 12.50111 6.23271
N 10.09284 13.48057 7.13731
C 10.69053 13.03979 8.35378
C 11.11441 11.77615 8.19120
N 10.79814 11.48725 6.83388
C 11.14610 10.13594 6.26384
N 11.39174 9.23786 7.27585
N 10.19369 8.95696 8.02712
N 10.52846 8.44551 9.13104
C 11.91075 8.35765 9.22522
C 12.71843 7.98678 10.26819
C 14.04956 8.22092 10.16105
C 14.63553 8.85170 9.03668
C 13.85927 9.16382 7.92931
C 12.47797 8.96519 8.06514
H 9.33730 13.61492 4.66699
H 8.98522 11.83934 4.59526
H 10.58165 12.49413 4.12976
H 10.73022 13.72688 9.18548
H 11.69110 11.03070 8.75711
H 11.98848 10.25358 5.57744
H 10.24202 9.72422 5.74893
H 12.33940 7.44358 11.09516
H 14.72488 7.91054 10.95226
H 15.70535 9.06740 9.02619
H 14.39879 9.47314 7.05742
*
```

Calculated values
- E_tot (eV) = -91609.0233
- maximum force (hartree/bohr) = 0.05398
- molar mass (g/mol) = 687.5
- HOMO energy (spin up / spin down) (eV) = -15.31 / -15.31
- ⟨S²⟩ = 6.005